Arrangement 1

2 unconnected molecules or ions with the total composition C9H14N2OS. Source: the Open Molecules 2025 dataset; level of theory: ωB97M-V with the def2-TZVPD basis set.

## Properties
Kohn-Sham gap, eV: 9.56

Structure (ORCA input):
```
! RIJCOSX wB97M-V def2-TZVPD def2/J DEFGRID3
* xyz 0 1
C 1.82 2.82 0.86
C 0.53 3.10 0.45
C 2.08 1.67 1.60
C -0.50 2.24 0.77
C 1.05 0.81 1.92
C -0.24 1.10 1.51
C 1.38 -1.10 -1.25
C -1.04 -2.93 -1.08
C -0.07 -0.76 -1.11
N -2.88 0.76 1.32
N -1.08 -1.50 -1.02
O -1.66 0.08 3.44
S -1.54 -0.10 2.00
H 2.63 3.49 0.62
H 0.33 3.99 -0.13
H 3.09 1.45 1.92
H -1.51 2.45 0.46
H 1.24 -0.09 2.49
H 1.71 -0.84 -2.25
H 1.96 -0.51 -0.54
H 1.58 -2.16 -1.08
H -0.06 -3.39 -0.92
H -1.74 -3.32 -0.34
H -1.41 -3.23 -2.07
H -0.28 0.30 -1.08
H -3.25 0.27 0.52
H -3.58 0.88 2.04
*
```

And the Mulliken charges, in e, turn out to be: number 1, C, carries -0.42; number 2, C, carries -0.46; number 3, C, carries -0.51; number 4, C, carries -0.29; number 5, C, carries -0.80; number 6, C, carries 0.43; number 7, C, carries -0.96; number 8, C, carries -0.89; number 9, C, carries 0.04; number 10, N, carries -0.59; number 11, N, carries -0.36; number 12, O, carries -0.67; number 13, S, carries 0.62; number 14, H, carries 0.39; number 15, H, carries 0.39; number 16, H, carries 0.39; number 17, H, carries 0.55; number 18, H, carries 0.36; number 19, H, carries 0.27; number 20, H, carries 0.19; number 21, H, carries 0.34; number 22, H, carries 0.32; number 23, H, carries 0.26; number 24, H, carries 0.29; number 25, H, carries 0.56; number 26, H, carries 0.28; number 27, H, carries 0.26

Arrangement 2

C9H14N2OS in the gas phase. Source: the Open Molecules 2025 dataset; level of theory: ωB97M-V with the def2-TZVPD basis set.

## Properties
Kohn-Sham gap (spin up / spin down), eV: 6.03 / 5.97

Structure (ORCA input):
```
! RIJCOSX wB97M-V def2-TZVPD def2/J DEFGRID3
* xyz 0 1
C 1.70 0.37 0.65
C -3.49 -0.24 -0.62
C 0.48 1.08 0.07
C 1.10 -1.00 0.23
C -0.15 -0.27 -0.17
C 0.72 1.93 -1.23
C -0.21 2.04 1.11
C 1.96 -1.71 -0.83
C 0.66 -1.97 1.29
N -2.29 -0.49 -1.27
N -1.23 -0.52 -0.65
O 2.68 0.73 1.25
S -3.61 -0.16 1.13
H -3.94 0.77 -1.00
H -4.06 -1.14 -0.89
H -0.26 2.07 -1.75
H 1.49 1.54 -1.96
H 1.23 2.91 -0.88
H 0.00 2.99 0.79
H 0.03 1.77 2.16
H -1.24 1.63 1.04
H 3.01 -1.50 -0.57
H 1.98 -1.18 -1.88
H 1.75 -2.78 -0.98
H 0.55 -1.64 2.36
H 1.41 -2.80 1.42
H -0.30 -2.41 1.15
*
```

And the Mulliken charges, in e, turn out to be: number 1, C, carries -0.73; number 2, C, carries -0.42; number 3, C, carries 2.00; number 4, C, carries 2.11; number 5, C, carries -0.79; number 6, C, carries -1.44; number 7, C, carries -1.29; number 8, C, carries -1.62; number 9, C, carries -1.68; number 10, N, carries -1.32; number 11, N, carries 1.22; number 12, O, carries -0.59; number 13, S, carries -0.42; number 14, H, carries 0.26; number 15, H, carries 0.28; number 16, H, carries 0.36; number 17, H, carries 0.30; number 18, H, carries 0.41; number 19, H, carries 0.48; number 20, H, carries 0.32; number 21, H, carries 0.24; number 22, H, carries 0.42; number 23, H, carries 0.29; number 24, H, carries 0.42; number 25, H, carries 0.35; number 26, H, carries 0.43; number 27, H, carries 0.39

Stability, lowest: arrangement 2

Arrangement 1

A molecular structure, C7H9NO. Source: the Open Molecules 2025 dataset; level of theory: ωB97M-V with the def2-TZVPD basis set.

## Properties
Kohn-Sham gap (spin up / spin down), eV: 8.53 / 6.41

Structure (ORCA input):
```
! RIJCOSX wB97M-V def2-TZVPD def2/J DEFGRID3
* xyz 0 1
C -0.75 -0.66 1.84
C -0.15 1.88 -1.76
C 0.87 0.65 0.40
C 0.28 -0.78 0.70
C 0.26 0.95 -0.70
O 1.88 1.12 1.14
N 1.31 -1.63 0.90
C -0.54 -0.79 -0.71
C -1.22 -1.36 -1.54
H 2.26 0.31 1.55
H 1.33 -2.39 0.23
H -1.21 -1.64 1.99
H -1.52 0.07 1.60
H -0.24 -0.36 2.75
H 0.47 2.78 -1.68
H 0.00 1.44 -2.74
H -1.20 2.17 -1.66
H -1.84 -1.73 -2.32
*
```

And the Mulliken charges, in e, turn out to be: number 1, C, carries -1.28; number 2, C, carries -1.29; number 3, C, carries -0.17; number 4, C, carries 1.72; number 5, C, carries 0.55; number 6, O, carries -0.59; number 7, N, carries -0.82; number 8, C, carries -0.84; number 9, C, carries -0.32; number 10, H, carries 0.36; number 11, H, carries 0.28; number 12, H, carries 0.38; number 13, H, carries 0.36; number 14, H, carries 0.31; number 15, H, carries 0.35; number 16, H, carries 0.30; number 17, H, carries 0.27; number 18, H, carries 0.43

Arrangement 2

C7H9NO in the gas phase. Source: the Open Molecules 2025 dataset; level of theory: ωB97M-V with the def2-TZVPD basis set.

## Properties
Kohn-Sham gap, eV: 10.31

Structure (ORCA input):
```
! RIJCOSX wB97M-V def2-TZVPD def2/J DEFGRID3
* xyz 0 1
C 1.86 1.92 0.93
C 0.77 1.19 -0.94
C -0.22 -0.08 -0.60
C 0.16 -1.01 0.48
C -0.83 -1.98 0.69
C -1.93 -2.02 -0.09
C -2.07 -1.12 -1.09
H 2.00 2.89 0.75
H 1.18 1.88 1.64
H 2.71 2.01 1.58
H 1.02 0.96 -1.96
H 0.00 2.11 -0.88
H 1.02 -0.86 1.11
H -0.62 -2.76 1.47
H -2.74 -3.00 0.12
H -3.03 -1.07 -1.73
N -1.25 -0.14 -1.36
O 1.96 1.07 -0.09
*
```

And the Mulliken charges, in e, turn out to be: number 1, C, carries -1.33; number 2, C, carries -0.42; number 3, C, carries 0.42; number 4, C, carries -0.52; number 5, C, carries -0.26; number 6, C, carries -0.25; number 7, C, carries -0.09; number 8, H, carries 0.55; number 9, H, carries 0.51; number 10, H, carries 0.41; number 11, H, carries 0.36; number 12, H, carries 0.27; number 13, H, carries 0.41; number 14, H, carries 0.30; number 15, H, carries 0.14; number 16, H, carries 0.30; number 17, N, carries -0.47; number 18, O, carries -0.35

Stability, lowest: arrangement 1

Arrangement 1

C4H11NOS in the gas phase. Source: the Open Molecules 2025 dataset; level of theory: ωB97M-V with the def2-TZVPD basis set.

## Properties
Kohn-Sham gap, eV: 9.79

Structure (ORCA input):
```
! RIJCOSX wB97M-V def2-TZVPD def2/J DEFGRID3
* xyz 0 1
C -1.21 1.19 -1.56
C -0.67 0.97 -0.13
C -1.09 -0.41 0.41
S -0.40 -1.85 -0.59
N 0.73 1.31 0.00
C 1.44 1.09 1.21
O 1.73 -0.29 1.50
H -0.38 0.92 -2.20
H -2.10 0.59 -1.68
H -1.39 2.24 -1.73
H -1.22 1.60 0.59
H -2.15 -0.53 0.24
H -0.92 -0.60 1.46
H -1.63 -2.36 -0.77
H 1.22 1.03 -0.84
H 0.77 1.52 1.97
H 2.37 1.65 1.28
H 1.86 -0.71 0.64
*
```

And the Mulliken charges, in e, turn out to be: number 1, C, carries -1.29; number 2, C, carries 0.28; number 3, C, carries -1.10; number 4, S, carries -0.23; number 5, N, carries -0.28; number 6, C, carries -0.51; number 7, O, carries -0.49; number 8, H, carries 0.35; number 9, H, carries 0.36; number 10, H, carries 0.33; number 11, H, carries 0.22; number 12, H, carries 0.57; number 13, H, carries 0.41; number 14, H, carries 0.13; number 15, H, carries 0.29; number 16, H, carries 0.31; number 17, H, carries 0.31; number 18, H, carries 0.32

Arrangement 2

2 unconnected molecules or ions with the total composition C4H11NOS. Source: the Open Molecules 2025 dataset; level of theory: ωB97M-V with the def2-TZVPD basis set.

## Properties
Kohn-Sham gap, eV: 9.64

Structure (ORCA input):
```
! RIJCOSX wB97M-V def2-TZVPD def2/J DEFGRID3
* xyz 0 1
C -1.53 1.61 0.61
C -2.61 0.93 -0.24
S -1.12 3.25 -0.05
H -1.87 1.61 1.64
H -0.70 0.91 0.62
H -2.28 0.16 -0.95
H 0.12 3.03 -0.53
H -3.30 1.58 -0.76
H -3.27 0.28 0.35
C 1.25 -2.03 0.69
C 1.67 -1.56 -0.70
O 1.07 -1.97 -1.67
N 2.73 -0.69 -0.67
H 2.01 -1.91 1.46
H 0.98 -3.07 0.53
H 3.21 -0.27 -1.46
H 3.19 -0.49 0.19
H 0.44 -1.36 0.95
*
```

And the Mulliken charges, in e, turn out to be: number 1, C, carries 0.03; number 2, C, carries -1.01; number 3, S, carries -0.23; number 4, H, carries 0.27; number 5, H, carries -0.13; number 6, H, carries 0.26; number 7, H, carries 0.12; number 8, H, carries 0.36; number 9, H, carries 0.31; number 10, C, carries -0.78; number 11, C, carries 0.63; number 12, O, carries -0.59; number 13, N, carries -0.38; number 14, H, carries 0.34; number 15, H, carries 0.28; number 16, H, carries 0.22; number 17, H, carries 0.18; number 18, H, carries 0.12

Stability, lowest: arrangement 1

Arrangement 1

C4H11NOS in the gas phase. Source: the Open Molecules 2025 dataset; level of theory: ωB97M-V with the def2-TZVPD basis set.

## Properties
Kohn-Sham gap, eV: 9.89

Structure (ORCA input):
```
! RIJCOSX wB97M-V def2-TZVPD def2/J DEFGRID3
* xyz 0 1
C 0.74 0.22 0.16
N 0.23 -1.11 -0.12
C 0.97 -2.21 0.35
O 2.22 -2.35 -0.36
C -0.13 1.35 -0.34
C -1.59 1.21 0.10
S -2.37 2.80 0.59
H 0.89 0.36 1.24
H 1.74 0.31 -0.28
H -0.78 -1.13 -0.15
H 0.41 -3.14 0.21
H 1.32 -2.08 1.39
H 2.06 -2.78 -1.21
H -0.10 1.43 -1.42
H 0.33 2.24 0.08
H -1.65 0.60 1.01
H -2.21 0.82 -0.70
H -2.09 3.45 -0.55
*
```

And the Mulliken charges, in e, turn out to be: number 1, C, carries -0.68; number 2, N, carries -0.21; number 3, C, carries -0.50; number 4, O, carries -0.54; number 5, C, carries -0.45; number 6, C, carries -0.75; number 7, S, carries -0.22; number 8, H, carries 0.29; number 9, H, carries 0.34; number 10, H, carries 0.23; number 11, H, carries 0.39; number 12, H, carries 0.29; number 13, H, carries 0.31; number 14, H, carries 0.34; number 15, H, carries 0.37; number 16, H, carries 0.34; number 17, H, carries 0.34; number 18, H, carries 0.11

Arrangement 2

C4H11NOS in the gas phase. Source: the Open Molecules 2025 dataset; level of theory: ωB97M-V with the def2-TZVPD basis set.

## Properties
Kohn-Sham gap, eV: 9.40

Structure (ORCA input):
```
! RIJCOSX wB97M-V def2-TZVPD def2/J DEFGRID3
* xyz 0 1
C 1.66 -1.84 1.40
N 1.25 -1.57 0.02
C 0.53 -0.35 -0.34
C -0.90 -0.38 0.23
S -2.10 0.46 -0.95
C 1.32 0.91 0.15
O 0.46 2.04 0.27
H 1.90 -0.94 1.98
H 0.83 -2.27 1.96
H 2.47 -2.56 1.34
H 2.05 -1.68 -0.59
H 0.45 -0.21 -1.43
H -0.86 0.10 1.20
H -1.21 -1.42 0.26
H -2.61 1.28 -0.03
H 1.63 0.75 1.18
H 2.08 1.08 -0.60
H 0.27 2.42 -0.59
*
```

And the Mulliken charges, in e, turn out to be: number 1, C, carries -0.83; number 2, N, carries -0.42; number 3, C, carries 0.00; number 4, C, carries -0.82; number 5, S, carries -0.24; number 6, C, carries -0.60; number 7, O, carries -0.56; number 8, H, carries 0.25; number 9, H, carries 0.26; number 10, H, carries 0.37; number 11, H, carries 0.29; number 12, H, carries 0.42; number 13, H, carries 0.38; number 14, H, carries 0.38; number 15, H, carries 0.14; number 16, H, carries 0.32; number 17, H, carries 0.34; number 18, H, carries 0.33

Arrangement 3

C4H11NOS in the gas phase. Source: the Open Molecules 2025 dataset; level of theory: ωB97M-V with the def2-TZVPD basis set.

## Properties
Kohn-Sham gap, eV: 9.87

Structure (ORCA input):
```
! RIJCOSX wB97M-V def2-TZVPD def2/J DEFGRID3
* xyz 0 1
C -0.33 0.24 0.96
N -0.93 -0.75 0.08
C -2.35 -0.58 -0.07
O -2.61 0.20 -1.24
C 1.18 0.27 0.89
C 1.76 0.57 -0.48
S 2.68 -0.87 -1.21
H -0.65 1.25 0.70
H -0.62 0.10 2.00
H -0.59 -1.66 0.35
H -2.73 -0.04 0.79
H -2.86 -1.53 -0.14
H -1.73 0.44 -1.54
H 1.71 -0.60 1.30
H 1.55 0.99 1.63
H 2.57 1.31 -0.44
H 1.03 0.92 -1.21
H 2.92 -0.27 -2.37
*
```

And the Mulliken charges, in e, turn out to be: number 1, C, carries -0.71; number 2, N, carries -0.31; number 3, C, carries -0.35; number 4, O, carries -0.54; number 5, C, carries -0.97; number 6, C, carries -0.44; number 7, S, carries -0.27; number 8, H, carries 0.39; number 9, H, carries 0.38; number 10, H, carries 0.23; number 11, H, carries 0.28; number 12, H, carries 0.33; number 13, H, carries 0.33; number 14, H, carries 0.52; number 15, H, carries 0.31; number 16, H, carries 0.40; number 17, H, carries 0.30; number 18, H, carries 0.12

Arrangement 4

2 unconnected molecules or ions with the total composition C4H11NOS. Source: the Open Molecules 2025 dataset; level of theory: ωB97M-V with the def2-TZVPD basis set.

## Properties
Kohn-Sham gap, eV: 8.68

Structure (ORCA input):
```
! RIJCOSX wB97M-V def2-TZVPD def2/J DEFGRID3
* xyz 0 1
C 1.15 0.30 2.22
C 0.59 0.46 0.82
C -0.94 0.61 0.84
C -1.50 0.67 -0.53
N -1.02 -1.83 -0.64
O 0.85 -0.20 -3.60
S -1.62 -0.66 -1.49
H 0.76 -0.60 2.68
H 2.24 0.21 2.18
H 0.90 1.15 2.84
H 1.03 1.34 0.34
H 0.83 -0.42 0.22
H -1.35 -0.28 1.34
H -1.23 1.50 1.41
H -1.83 1.59 -0.98
H 1.05 -0.07 -2.67
H -1.09 -2.71 -1.14
H 1.19 -1.07 -3.84
*
```

And the Mulliken charges, in e, turn out to be: number 1, C, carries -1.35; number 2, C, carries -0.20; number 3, C, carries -0.73; number 4, C, carries -0.34; number 5, N, carries -0.59; number 6, O, carries -0.64; number 7, S, carries 0.25; number 8, H, carries 0.35; number 9, H, carries 0.35; number 10, H, carries 0.33; number 11, H, carries 0.33; number 12, H, carries 0.28; number 13, H, carries 0.35; number 14, H, carries 0.42; number 15, H, carries 0.32; number 16, H, carries 0.32; number 17, H, carries 0.24; number 18, H, carries 0.31

Stability, lowest: arrangement 4